Record 1
Here is a structure of composition C24H48BN2O48S10 at a distorted geometry from the Open Molecules 2025 dataset. Energies are from wB97M-V/def2-TZVPD.

Each line ends with the Mulliken charge.
Element x y z (Å)
N -9.7915 4.8149 3.7513  -0.2008
H -9.0982 4.2407 3.2737  0.3320
H -10.3133 5.3556 3.0339  -0.0019
H -9.3942 5.5547 4.3349  0.4475
H -10.4504 4.2347 4.2701  0.3668
N -8.4574 -2.5179 -0.6766  0.4054
H -7.6766 -3.0812 -1.0043  0.4272
H -8.9488 -2.1631 -1.5040  0.1123
H -8.0987 -1.6669 -0.1767  -0.0292
H -9.1272 -2.9455 -0.0425  0.1885
O -10.8273 5.5747 1.1759  -0.6808
C -10.3578 4.6159 0.5877  0.3704
O -10.2899 3.4071 1.0402  -1.1664
B -9.7842 2.5063 -0.0428  1.7402
O -9.7283 3.3816 -1.2428  0.0338
C -9.8389 4.6488 -0.8513  0.4847
O -9.7739 5.6379 -1.5098  -0.5659
O -10.7059 1.3247 -0.1761  -0.0824
C -9.9957 0.2624 0.0797  0.7841
O -10.3457 -0.8808 -0.0440  0.3252
C -8.5265 0.6044 0.3692  -0.2878
O -8.4615 1.9235 0.2333  -0.8826
O -7.5906 -0.1283 0.5161  -0.5657
C -9.7538 6.2328 -4.7213  -0.3112
C -10.4013 6.4351 -6.1063  -0.4135
O -10.1994 5.2797 -6.8871  -0.3682
S -9.5079 4.0718 -6.0101  1.2124
O -8.4145 3.4760 -6.6947  -0.6266
O -10.5293 3.2434 -5.4238  -0.5165
O -8.8910 5.1136 -4.9438  -0.1461
H -10.4193 5.8932 -3.9240  0.1625
H -9.2631 7.0969 -4.2806  0.3782
H -9.9229 7.2702 -6.6202  0.2747
H -11.4767 6.6107 -6.0606  0.2910
C -13.6543 5.2433 3.4599  0.3080
C -14.2162 5.0408 2.0441  -0.1366
O -15.5500 5.5457 2.2461  -0.3994
S -16.2045 5.2452 3.7334  1.0975
O -16.7879 3.9393 3.6740  -0.5406
O -16.8756 6.3681 4.3103  -0.4596
O -14.7282 5.1270 4.3749  -0.4557
H -13.1911 6.2227 3.5948  0.0087
H -12.9966 4.4554 3.8421  0.0778
H -14.2040 4.0175 1.6732  0.3446
H -13.7974 5.7401 1.3272  0.1288
C -5.5544 0.7175 -4.8917  -0.3866
C -6.7028 1.7351 -5.1497  -0.2817
O -7.7097 1.4856 -4.1855  0.1011
S -7.0797 0.7321 -2.8747  0.4973
O -8.0702 -0.1602 -2.3808  -0.3801
O -6.4173 1.6221 -1.9465  -0.2928
O -5.9326 -0.0107 -3.6886  -0.4404
H -4.5424 1.1029 -4.8080  0.3238
H -5.6025 -0.1239 -5.5817  0.2555
H -7.1223 1.5618 -6.1366  0.4233
H -6.3914 2.7758 -5.0790  0.0027
C -13.6132 -0.1235 -0.0671  0.5203
C -14.9245 -0.5788 0.5607  -0.2537
O -15.8553 0.1721 -0.1891  -0.3731
S -15.4321 0.1033 -1.7867  1.1158
O -15.7904 1.3396 -2.4106  -0.5736
O -15.8283 -1.1235 -2.3974  -0.5681
O -13.8498 0.0568 -1.4692  -0.0515
H -12.7367 -0.7453 0.0929  -0.3278
H -13.4248 0.8602 0.3718  0.0108
H -15.1771 -0.3083 1.5882  0.3790
H -15.0849 -1.6637 0.5495  0.1728
C -4.1358 0.7392 0.6549  -0.0902
C -3.7443 1.7947 -0.3674  0.5330
O -2.3460 1.5326 -0.5258  -0.2771
S -1.7262 0.5355 0.5899  1.0192
O -0.6277 1.1528 1.2424  -0.5267
O -1.5794 -0.7927 0.0521  -0.5302
O -3.0686 0.6085 1.5567  -0.4293
H -4.3814 -0.2046 0.1558  0.3053
H -5.0571 1.0382 1.1566  0.1230
H -3.9496 2.7598 0.1088  0.1031
H -4.2419 1.8101 -1.3294  -0.2220
C -8.2503 -2.4413 4.5990  -0.3253
C -7.5030 -2.2439 3.2306  -0.2510
O -8.4551 -2.5921 2.2558  -0.2419
S -9.5284 -3.7061 2.7819  1.0071
O -8.9556 -5.0162 2.6918  -0.5752
O -10.7742 -3.3776 2.1757  -0.3977
O -9.4169 -3.2381 4.2977  -0.3440
H -8.6490 -1.4744 4.8970  0.2565
H -7.6797 -2.9500 5.3667  0.3160
H -6.6203 -2.8866 3.2025  0.2603
H -7.1372 -1.2364 3.0501  0.2317
C -12.9781 -5.5422 -1.7390  -0.4056
C -13.1024 -4.5802 -0.5867  -0.3184
O -13.4050 -3.3630 -1.3026  -0.1753
S -12.2378 -3.2530 -2.4492  0.9220
O -10.9688 -2.8392 -1.9133  -0.6260
O -12.6743 -2.5605 -3.6235  -0.5727
O -12.1649 -4.8984 -2.7006  -0.3779
H -13.9852 -5.7354 -2.1177  0.2807
H -12.6701 -6.5257 -1.3813  0.4320
H -12.1718 -4.3118 -0.0737  0.1417
H -13.8398 -4.7869 0.1835  0.3622
C -4.9884 6.1854 -1.7543  -0.3272
C -6.3539 5.5515 -2.0159  0.2155
O -6.1297 4.6294 -3.0730  -0.0117
S -4.6481 4.6523 -3.6815  0.9275
O -4.6853 4.7967 -5.1016  -0.6027
O -3.8799 3.5719 -3.1332  -0.4390
O -4.2983 6.0847 -2.9731  -0.3898
H -4.4824 5.7250 -0.9016  0.2138
H -5.1271 7.2015 -1.3830  0.3783
H -7.1631 6.2438 -2.2422  0.1821
H -6.7318 5.0065 -1.1482  -0.0546
C -12.3060 0.3407 -4.6621  -0.1391
C -11.1038 0.3010 -3.7704  1.0522
O -9.9885 -0.1666 -4.5343  -0.1111
S -10.4317 -0.5494 -6.0643  1.1443
O -9.9274 -1.8599 -6.3890  -0.6267
O -10.0911 0.4954 -6.9844  -0.5796
O -12.0506 -0.5250 -5.7843  -0.4236
H -12.5164 1.3031 -5.1340  0.2881
H -13.2269 -0.0199 -4.2078  0.1224
H -11.1875 -0.2898 -2.8542  -0.6935
H -10.7473 1.2690 -3.4008  -0.0745
C -12.2785 8.8199 1.5435  0.0323
C -12.2734 9.7740 2.7367  -0.4403
O -13.5639 10.3616 2.6904  -0.3120
S -14.6561 9.2057 2.3638  1.0374
O -15.6532 9.5709 1.4056  -0.5308
O -15.0769 8.6349 3.6309  -0.5092
O -13.5421 8.1977 1.7314  -0.1480
H -11.5674 7.9979 1.6091  -0.0420
H -12.0992 9.3758 0.6216  0.2503
H -11.4642 10.4967 2.6874  0.3599
H -12.2039 9.1643 3.6416  0.3064

net charge	+1
HOMO-LUMO gap	7.901	eV
lowest unoccupied orbital energy	-4.213	eV

=====

Record 2
Here is a cluster of 2 separate species, CH6N2O in total at a distorted geometry from the Open Molecules 2025 dataset. Energies are from wB97M-V/def2-TZVPD.

Each line ends with the natural charge from an NBO analysis.
Element x y z (Å)
N 1.8389 0.4180 -0.4550  -0.0738
O 2.6846 0.0920 0.3866  -0.2846
H 1.8137 1.3998 -0.5084  0.2803
C -0.9992 0.1795 -0.2145  -0.3243
N -1.1572 -1.1013 0.3479  -0.8190
H 0.2075 0.5891 -0.0195  0.1187
H -0.9428 0.1995 -1.2403  0.1846
H -1.7379 0.8250 0.1966  0.1899
H -0.2841 -1.5595 0.1711  0.3643
H -1.4235 -1.0421 1.3355  0.3638

net charge	0
energy relative to the best compared isomer or geometry (same formula, charge and spin)	458.6	kJ/mol
structure (SMILES)	N=O.CN
HOMO-LUMO gap	8.400	eV
lowest unoccupied orbital energy	-0.543	eV

=====

Record 3
Here is a cluster of 3 separate species, C3H13N2O3 in total at a distorted geometry from the Open Molecules 2025 dataset. Energies are from wB97M-V/def2-TZVPD.

Each line ends with the natural charge from an NBO analysis.
Element x y z (Å)
N 0.9926 -0.8130 0.1476  -0.7201
C 0.5192 0.6866 -0.2156  -0.1251
C 1.7912 1.2743 -0.7764  -0.6830
C -0.6151 0.5790 -1.2782  0.6458
N -1.2574 1.6111 -1.8784  -0.7586
O -0.9322 -0.5402 -1.7210  -0.6135
H 0.8308 -0.8437 1.1542  0.4558
H 2.0234 -0.9774 0.0329  0.4397
H 0.3350 -1.4587 -0.3926  0.5005
H 0.1475 1.0213 0.7774  0.2778
H 1.7276 2.0334 -1.5628  0.2644
H 2.4615 0.5078 -1.1766  0.2286
H 2.4846 1.9804 -0.1280  0.2585
H -1.9460 1.2896 -2.3887  0.4042
H -1.1792 2.5681 -1.7951  0.4055
H 0.9553 1.0414 2.9796  0.4899
H -0.3418 0.3487 3.6966  0.5200
O 0.2231 0.5020 2.8959  -0.9947
H -0.7368 -2.6717 2.3209  0.4645
H -1.9037 -2.5893 1.4805  0.4812
O -0.9379 -2.8464 1.4173  -0.9415

net charge	+1
energy relative to the best compared isomer or geometry (same formula, charge and spin)	197.4	kJ/mol
HOMO-LUMO gap	11.186	eV
lowest unoccupied orbital energy	-3.074	eV

=====

Record 4
Here is a structure of composition C20H28N3O4S at a distorted geometry from the Open Molecules 2025 dataset. Energies are from wB97M-V/def2-TZVPD.

Each line ends with the natural charge from an NBO analysis.
Element x y z (Å)
C -2.2513 -2.8433 1.3179  -0.2614
H -1.6984 -3.5539 1.9327  0.2131
O -1.4835 -1.6483 1.1577  -0.5500
C -0.1334 -1.8633 0.8272  0.2378
C 0.2628 -2.7060 -0.2006  -0.2766
C 1.6090 -2.8271 -0.5014  -0.1506
C 2.5770 -2.1346 0.2165  -0.0219
C 2.1617 -1.3058 1.2543  -0.2012
C 0.8204 -1.1650 1.5581  -0.1930
H 0.5018 -0.5237 2.3650  0.2253
H 2.8940 -0.7668 1.8329  0.2276
C 4.0323 -2.2591 -0.1319  -0.4309
H 4.6257 -2.2933 0.7829  0.2173
H 4.2061 -3.1793 -0.6896  0.2260
C 4.5167 -1.0726 -0.9838  -0.1968
N 4.3729 0.1522 -0.2256  -0.6485
H 5.0016 0.1524 0.5674  0.3764
C 4.4326 1.4238 -0.9321  -0.3187
C 3.2382 2.2278 -0.4212  0.6943
O 3.3008 3.2777 0.1608  -0.5679
N 2.0658 1.5450 -0.6682  -0.6100
C 0.8477 1.6849 -0.0358  0.1691
C -0.1903 0.8337 -0.4105  -0.1983
C -1.3730 0.8296 0.3039  -0.3284
C -1.5981 1.6462 1.3998  -0.0155
C -0.5756 2.5546 1.6992  -0.1731
C 0.6152 2.5881 1.0075  -0.2033
H 1.3919 3.2830 1.2835  0.2720
H -0.7230 3.2320 2.5265  0.2332
C -2.8187 1.5915 2.2583  -0.6572
H -3.3391 2.5482 2.2448  0.2322
H -3.4970 0.8070 1.9449  0.2408
H -2.5246 1.4041 3.2899  0.2424
S -2.5215 -0.4062 -0.2906  2.3186
O -3.7496 -0.6489 0.3831  -0.8982
O -2.0378 -1.2440 -1.3374  -0.9090
N -3.3218 0.9253 -1.6007  -0.5597
C -4.2983 0.1643 -2.3804  -0.4419
H -3.8021 -0.6905 -2.8337  0.2422
H -5.0686 -0.1979 -1.7021  0.2332
H -4.7540 0.7801 -3.1560  0.2234
C -3.9242 2.0879 -0.9579  -0.4378
H -3.1575 2.6936 -0.4806  0.2309
H -4.4605 2.7030 -1.6824  0.2262
H -4.6283 1.7330 -0.2073  0.2317
H -2.5561 1.2100 -2.2107  0.4143
H -0.0703 0.1358 -1.2238  0.2409
H 2.1705 0.6880 -1.1943  0.4051
H 4.3377 1.2728 -2.0110  0.2124
H 5.3497 1.9897 -0.7439  0.2275
H 3.8978 -0.9986 -1.8836  0.1812
H 5.5523 -1.2665 -1.3044  0.1875
H 1.9077 -3.4834 -1.3052  0.2147
H -0.4687 -3.2496 -0.7751  0.2359
H -2.4916 -3.2869 0.3503  0.1943
H -3.1730 -2.5511 1.8164  0.2224

net charge	+1
energy relative to the best compared isomer or geometry (same formula, charge and spin)	118.2	kJ/mol
HOMO-LUMO gap	8.399	eV
lowest unoccupied orbital energy	-2.818	eV

=====

Record 5
Here is a structure of composition C2H2N3O at a distorted geometry from the Open Molecules 2025 dataset. Energies are from wB97M-V/def2-TZVPD.

Each line ends with the Mulliken charge.
Element x y z (Å)
C 1.8812 0.1889 0.0499  0.3894
C -0.0510 -0.2417 0.0297  0.8979
N 1.1484 -0.9274 -0.0297  -0.3808
N -2.2546 0.3030 0.0258  -0.3108
N 0.7626 0.8960 -0.0586  -0.3518
O -1.2567 -0.4672 -0.0186  0.0661
H 2.9329 0.4047 0.0747  0.3652
H -3.1627 -0.1563 -0.0733  0.3248

net charge	+1
energy relative to the best compared isomer or geometry (same formula, charge and spin)	762.8	kJ/mol
HOMO-LUMO gap (alpha / beta)	7.482 / 8.077	eV
lowest unoccupied orbital energy (alpha / beta)	-8.376 / -7.491	eV

=====

Calculated total energy per entry: -235943.81109; -6157.74295; -12437.62627; -44682.75307; -8606.94808 eV